Computed, not measured: the ion C4H10N3 with charge +1, with ωB97M-V/def2-TZVPD.

Values from the calculation:
Net charge: +1
Structure (SMILES): [H]/N=C([NH3+])/C(C)=C\N
E_HOMO (eV): -12.383
Molecular weight (g/mol): 100.14
LUMO (eV): -3.51
F_max (eV/Å): 4.003
DFT total energy (Ha): -322.36577
HOMO-LUMO gap (hartree): 0.326
ΔE to the lowest compared entry with this formula, charge and spin (kJ/mol): 248.91

Atoms and positions in Å:
1 H 0.602 -2.868 -0.365
2 N 0.213 -2.001 -0.100
3 C 0.444 -0.805 -0.084
4 N 2.241 -0.592 0.028
5 C -0.329 0.433 -0.087
6 C 0.273 1.784 0.037
7 C -1.708 0.510 -0.149
8 N -2.449 -0.560 -0.096
9 H 2.774 -1.440 -0.233
10 H 2.373 0.294 -0.445
11 H 2.072 -0.533 0.982
12 H 0.597 2.157 -0.922
13 H 1.135 1.737 0.781
14 H -0.478 2.378 0.570
15 H -2.214 1.469 -0.135
16 H -2.061 -1.445 0.119
17 H -3.485 -0.516 0.097